This record from the OMol25 dataset describes a 16-piece molecular cluster, C25H63N15O34 overall. The level of theory is ωB97M-V/def2-TZVPD.

## Properties
LUMO: -0.442 eV
HOMO energy: -10.714 eV
Energy: -4368.45378 Eh

Each line ends with the Mulliken charge.
Cartesian coordinates (Å):
H (4.009, 0.887, -2.274)  0.25
O (7.706, -1.992, 8.073)  -0.55
H (5.355, -0.996, -3.539)  0.39
H (-3.194, -7.240, 0.215)  0.16
O (6.443, 2.868, 6.145)  -0.62
O (-9.963, -1.674, -1.300)  -0.57
N (6.172, 3.269, 5.028)  1.04
O (-3.294, 0.799, -3.331)  -0.41
H (-6.173, -4.348, -3.974)  0.27
H (5.979, -0.333, 7.944)  0.31
C (0.227, -3.146, 0.864)  -1.05
O (-5.264, -0.290, -3.515)  -0.48
H (-8.049, -0.322, -2.407)  0.26
C (6.368, -0.471, 6.942)  -0.59
H (-1.653, 0.204, -4.369)  0.19
H (-2.176, 1.624, 3.288)  0.27
C (4.592, -0.321, -3.941)  -1.69
H (4.037, 0.510, 2.876)  -0.10
H (5.605, -0.839, 6.263)  0.24
H (-4.398, -4.550, -3.856)  0.36
O (-4.572, -5.140, -1.340)  -0.55
O (7.990, -1.775, 5.949)  -0.54
H (-3.450, -8.061, -1.356)  0.29
H (7.084, 0.550, 1.848)  0.29
O (-2.975, 3.206, 0.769)  -0.47
N (-1.755, -8.678, -0.301)  0.92
O (1.938, 2.642, 1.791)  -0.47
H (0.458, -3.124, 1.921)  0.37
N (0.190, 5.710, 2.268)  0.91
C (-8.035, -1.400, -2.536)  -0.47
O (-3.621, -4.180, -8.202)  -0.52
H (6.810, 0.444, 6.558)  0.22
C (-2.723, -7.615, -0.685)  -0.58
O (6.459, 7.032, 6.114)  -0.52
O (1.173, -1.027, 0.972)  -0.31
O (0.467, -1.708, -0.936)  -0.44
N (-4.199, -3.675, -7.270)  0.88
C (2.221, 0.423, -3.447)  -1.62
H (-6.103, 2.529, -5.263)  0.28
N (-9.427, -1.894, -2.364)  0.96
N (-5.416, -4.618, -2.040)  0.97
C (-5.167, -2.586, -7.582)  -0.63
H (3.116, -2.029, -2.393)  0.35
O (-1.845, -4.517, 2.568)  -0.49
H (1.683, -0.531, -3.576)  0.38
H (-5.680, 2.874, -3.558)  -0.10
C (3.078, 1.003, 2.958)  -0.30
H (3.004, 1.556, 3.891)  0.31
N (5.936, -1.185, 1.720)  0.94
O (-1.139, -9.207, -1.200)  -0.54
O (-1.647, -8.946, 0.878)  -0.53
C (2.065, 2.569, -2.024)  -1.40
N (0.659, -1.858, 0.260)  0.74
C (-0.414, 5.560, 0.917)  -0.54
H (4.332, 3.889, 4.264)  0.12
O (5.486, -1.195, 2.848)  -0.56
N (-0.476, 0.750, 4.134)  0.86
H (2.970, 2.795, -2.597)  0.34
H (5.120, 0.573, -4.290)  0.38
C (8.763, 7.300, 6.189)  -0.75
C (5.118, 4.306, 4.890)  -0.63
H (-0.757, 2.692, 3.502)  0.11
O (5.411, -1.689, 0.752)  -0.54
C (-3.799, 3.539, -1.360)  -0.71
H (-2.818, 3.798, -1.747)  0.28
O (6.702, 2.881, 4.011)  -0.52
O (-1.121, 1.229, -2.667)  -0.27
H (-4.580, 4.144, -1.808)  0.30
H (4.096, -0.796, -4.793)  0.36
O (-9.936, -2.488, -3.294)  -0.56
H (-0.839, -3.240, 0.694)  0.39
H (4.740, 4.553, 5.874)  0.32
C (-1.373, 1.921, 3.956)  -0.50
O (-6.287, -3.878, -1.637)  -0.55
O (-7.633, 4.379, -5.277)  -0.56
H (0.972, 0.741, -1.745)  -0.60
H (-2.170, -6.834, -1.197)  0.28
H (-5.465, -5.961, -3.636)  0.32
H (-3.982, 2.478, -1.491)  0.25
C (-2.896, -6.228, 3.708)  -0.72
N (-1.685, -5.585, 3.129)  0.88
H (7.959, -0.969, 2.177)  0.31
H (-4.615, -1.801, -8.089)  0.29
N (-3.795, 3.811, 0.103)  0.87
H (-1.397, -1.775, -2.815)  0.31
H (-5.921, -3.005, -8.242)  0.30
H (4.293, -1.289, -1.259)  0.44
O (0.781, 6.742, 2.498)  -0.58
C (-5.362, -4.889, -3.501)  -0.82
N (7.517, 6.732, 5.605)  0.88
H (-7.703, -1.674, -3.529)  0.18
O (3.878, 2.067, 1.060)  -0.59
C (7.233, -0.480, 1.534)  -0.79
O (-3.462, -1.309, -2.667)  -0.32
N (7.443, -1.500, 6.996)  0.91
O (0.058, 4.790, 3.046)  -0.52
C (-1.920, 0.331, -3.314)  0.41
H (-7.017, 1.762, -3.929)  0.14
H (0.771, -3.934, 0.351)  0.31
C (0.051, 1.709, -3.365)  -1.12
H (2.334, 0.834, -4.461)  0.43
C (-2.072, -0.971, -2.528)  -0.39
N (2.955, 1.981, 1.847)  1.03
H (-1.750, 2.232, 4.923)  0.30
O (-0.261, 0.335, 5.253)  -0.58
C (3.580, 0.053, -2.838)  1.20
H (0.070, 1.310, -4.384)  0.36
H (9.254, 7.867, 5.405)  0.28
H (2.594, -0.861, -1.163)  -0.27
C (3.398, -1.115, -1.856)  -1.01
H (-5.599, -2.234, -6.653)  0.18
H (0.391, 5.645, 0.193)  0.29
H (-2.596, -7.162, 4.167)  0.30
H (2.385, 2.386, -0.996)  0.14
C (-6.480, 2.647, -4.254)  -0.17
H (-0.894, 4.589, 0.866)  0.02
O (-0.624, -6.152, 3.245)  -0.53
O (0.031, 0.314, 3.118)  -0.42
H (7.510, -0.546, 0.489)  0.31
H (-3.596, -6.386, 2.894)  0.23
O (7.650, 5.998, 4.645)  -0.50
H (-7.424, -1.868, -1.776)  0.22
H (5.575, 5.169, 4.421)  0.29
C (1.329, 1.340, -2.591)  2.37
H (9.382, 6.463, 6.497)  0.29
O (-4.053, -3.985, -6.102)  -0.51
H (8.489, 7.928, 7.028)  0.31
H (-1.882, -0.760, -1.472)  0.19
H (-3.310, -5.537, 4.436)  0.32
H (-1.129, 6.368, 0.792)  0.36
H (2.263, 0.294, 2.867)  0.09
H (1.436, 3.463, -2.026)  0.34
O (-4.599, 4.603, 0.539)  -0.55
H (-0.053, 2.797, -3.436)  0.30
C (-4.110, -0.262, -3.201)  0.59
O (-7.938, 4.058, -3.167)  -0.54
N (-7.431, 3.791, -4.236)  0.96